1.
{
  "formula": "C31H67INO18PSi",
  "method": "wB97M-V/def2-TZVPD",
  "homo_energy_ev": -8.1,
  "fmax_ha_per_bohr": 0.0263,
  "smiles": "CCP(C)[Si@@](N)(I)CC(C)C.CCOC(=O)OC.CCOC(=O)OC.CCOC(=O)OC.CCOC(=O)OC.CCOC(=O)OC.CCOC(=O)OC",
  "homo_lumo_gap_ev": 8.407,
  "species": ["I", "P", "Si", "O", "O", "O", "O", "O", "O", "O", "O", "O", "O", "O", "O", "O", "O", "O", "O", "O", "O", "N", "C", "C", "C", "C", "C", "C", "C", "C", "C", "C", "C", "C", "C", "C", "C", "C", "C", "C", "C", "C", "C", "C", "C", "C", "C", "C", "C", "C", "C", "C", "C", "H", "H", "H", "H", "H", "H", "H", "H", "H", "H", "H", "H", "H", "H", "H", "H", "H", "H", "H", "H", "H", "H", "H", "H", "H", "H", "H", "H", "H", "H", "H", "H", "H", "H", "H", "H", "H", "H", "H", "H", "H", "H", "H", "H", "H", "H", "H", "H", "H", "H", "H", "H", "H", "H", "H", "H", "H", "H", "H", "H", "H", "H", "H", "H", "H", "H", "H"],
  "xyz": [[-2.85869, 0.67317, 0.17081], [-3.57188, -0.28913, -3.38595], [-2.39321, -1.01990, -1.61881], [-1.14035, 2.84386, -5.42768], [-3.52035, -10.19838, -0.45819], [-0.25855, 7.91698, -0.77447], [5.81013, 5.11844, 4.89945], [-2.75655, 4.28516, -6.06200], [2.45671, -4.51560, 4.75020], [-3.96222, -11.73376, -2.05187], [0.74571, 5.95748, -1.26993], [3.25828, -5.04477, 2.70496], [-1.19952, 3.47750, -7.48664], [0.36809, 2.75579, 4.18225], [1.23931, 4.63120, 4.76619], [2.19232, -3.10465, 3.14284], [6.37329, 5.36732, 2.72487], [0.05490, 6.49453, 0.81368], [-2.86042, -9.96694, -2.60679], [-0.67972, 3.98488, 5.76523], [5.28627, 3.60252, 3.31197], [-0.69690, -0.95300, -2.13804], [-5.98850, -1.46494, -2.29105], [-2.52838, -0.79033, -4.88486], [0.55623, 5.24289, 1.30488], [4.74030, 2.77664, 4.34064], [-0.04776, 8.31610, -2.12796], [5.82136, 4.73798, 3.76153], [-1.79973, 3.60415, -6.30316], [-3.45543, -10.58921, -1.59034], [-4.54857, -12.55110, -1.03977], [8.35168, 6.38475, 3.73188], [7.02506, 6.60566, 3.03423], [-0.93720, -8.93561, -1.51916], [-1.62205, 2.95856, -4.08685], [4.46113, -5.72476, 5.44664], [2.46244, -2.70504, 1.79992], [-1.92994, 2.24827, 3.55042], [-0.67033, 1.76861, 4.24065], [-2.23036, -8.72177, -2.27937], [-0.83104, -2.98363, 0.28415], [-1.41464, 5.72513, -8.41592], [-3.02642, -2.74353, -1.15911], [2.95690, -5.75523, 5.26852], [1.15500, 5.86205, 5.48653], [0.21812, 3.80312, 4.99268], [2.69217, -4.30158, 3.45687], [2.06800, 5.25188, 1.40969], [-1.76537, 4.25715, -8.54757], [-1.56319, -4.89463, -1.27773], [0.23215, 6.70925, -0.48847], [-5.14751, -1.28280, -3.59360], [-2.03187, -3.68481, -0.38868], [3.52866, -2.51897, 1.67035], [-0.33270, 5.85576, -8.35451], [6.36171, 7.24459, 3.61947], [-1.40556, 3.95165, -3.69255], [2.08187, 6.40351, 5.31099], [-1.84192, 6.15677, -7.51123], [-1.79141, 6.28747, -9.27122], [-3.77768, -12.92602, -0.36665], [-0.53458, -4.70728, -1.61578], [-2.01414, -8.22949, -3.22689], [0.19721, 4.42065, 0.68313], [-1.11479, -9.41116, -0.55483], [1.01448, 8.47889, -2.31032], [2.47889, -5.88901, 6.23807], [5.53741, 2.38494, 4.97280], [2.42885, 4.32312, 1.85311], [-2.68902, 2.74950, -4.03098], [1.92327, -1.77807, 1.61683], [-1.55753, -5.78718, -0.63093], [-1.79036, -0.01940, -5.14246], [-1.71166, 2.55055, 2.52444], [1.04791, 5.68701, 6.55581], [0.12630, 5.10911, 2.29669], [7.19492, 7.10137, 2.07928], [-5.76224, -0.72109, -4.31900], [-2.68333, 1.45986, 3.53449], [-0.64779, -0.20125, -2.82657], [-0.43398, -7.98488, -1.33877], [-2.04198, -1.76336, -4.69484], [4.97295, -5.60996, 4.49155], [-1.33899, 3.86303, -9.46927], [-0.26743, -9.59060, -2.07925], [-2.61106, -4.15327, 0.42704], [-1.09265, 2.22354, -3.48351], [2.64146, -6.58395, 4.63272], [4.81086, -6.64783, 5.91043], [-3.93201, -2.64375, -0.53656], [4.01294, 3.32240, 4.94014], [-0.18162, -0.56548, -1.34682], [0.32288, 6.45917, 5.11314], [-2.27239, -5.07477, -2.09473], [8.86404, 7.33444, 3.89076], [-4.90957, -2.23796, -4.09953], [-0.28172, 0.89281, 3.72164], [-3.16915, -0.93770, -5.76969], [-2.35700, 3.11496, 4.05495], [-7.06039, -1.38961, -2.50668], [8.21684, 5.90573, 4.70124], [2.53369, 5.36415, 0.43073], [-5.79394, -2.47555, -1.90509], [8.99243, 5.73151, 3.13686], [2.40499, 6.09054, 2.02249], [-2.92275, -8.08111, -1.73034], [4.75509, -4.88016, 6.07244], [-5.02050, -13.39481, -1.53769], [-0.85989, 1.47591, 5.27442], [-5.30651, -12.00429, -0.48078], [4.23628, 1.94127, 3.86019], [-0.44282, 7.57708, -2.82360], [-0.02915, -2.73992, -0.43238], [-5.66407, -0.73342, -1.53401], [-3.35079, -3.23847, -2.09137], [-1.10153, -2.12514, 0.91782], [-0.37494, -3.72461, 0.96898], [2.11827, -3.45391, 1.08866], [-0.57721, 9.25446, -2.27536], [-2.84438, 4.10176, -8.59517]]
}

2.
{
  "formula": "C31H67N6O10",
  "method": "wB97M-V/def2-TZVPD",
  "homo_energy_ev": -10.3,
  "fmax_ha_per_bohr": 0.1628,
  "relative_energy_kcal_mol": 296.2,
  "total_charge": 1,
  "homo_lumo_gap_ev": 7.090,
  "species": ["O", "O", "O", "O", "O", "O", "O", "O", "O", "O", "N", "N", "N", "N", "N", "N", "C", "C", "C", "C", "C", "C", "C", "C", "C", "C", "C", "C", "C", "C", "C", "C", "C", "C", "C", "C", "C", "C", "C", "C", "C", "C", "C", "C", "C", "C", "C", "H", "H", "H", "H", "H", "H", "H", "H", "H", "H", "H", "H", "H", "H", "H", "H", "H", "H", "H", "H", "H", "H", "H", "H", "H", "H", "H", "H", "H", "H", "H", "H", "H", "H", "H", "H", "H", "H", "H", "H", "H", "H", "H", "H", "H", "H", "H", "H", "H", "H", "H", "H", "H", "H", "H", "H", "H", "H", "H", "H", "H", "H", "H", "H", "H", "H", "H"],
  "xyz": [[0.34072, 0.79474, -6.46159], [6.79213, -2.05225, 0.23252], [2.84844, 1.59295, -8.10165], [-4.50980, 0.71977, 5.02432], [-4.82362, -3.21860, 6.28198], [-5.61403, 1.70756, 2.99913], [4.90220, 4.87892, 2.88529], [-5.68247, -4.96394, 3.86707], [-5.63754, -6.44165, 6.58795], [0.44289, -0.36931, -9.32923], [1.77760, 4.08817, -1.16801], [4.39881, 7.43445, 1.77543], [2.02195, 1.56045, -1.13885], [4.09466, 1.61526, 0.08750], [3.18556, -0.69486, -0.62920], [2.39304, 2.88776, -0.84823], [3.47651, 2.85672, -8.24508], [-4.59719, 1.63961, 4.06017], [4.27399, -1.55265, -0.00428], [-3.46849, 2.86726, 4.09994], [1.63102, 0.17282, -6.54892], [2.77068, 1.17702, -6.73684], [-5.78055, 0.42206, 2.30306], [0.77384, 1.23394, -1.92807], [-1.58402, -0.75175, 0.78693], [-6.53231, -7.36458, 7.18527], [3.27420, 6.44044, 1.54768], [-3.62677, 1.08985, 0.69841], [-5.10702, 0.39010, 0.78664], [-0.66532, 0.21610, -8.64470], [-5.71232, -2.88707, 5.21330], [3.10767, 0.67502, -0.56820], [8.15634, -1.51085, 0.12016], [0.13932, -1.65338, -9.84712], [3.69145, 3.06352, -0.09169], [8.93097, -1.28611, 1.54846], [-0.18537, 1.31223, -7.68999], [-5.15701, -6.89324, 5.32124], [3.83804, 4.90354, 1.84264], [-3.75466, -2.29373, 6.40070], [-4.63584, -5.71401, 4.49594], [-0.11757, -0.01035, -1.34164], [-0.09460, -0.17685, 0.28902], [5.80242, -1.13743, -0.42789], [-6.46368, -4.13286, 4.73789], [-2.46544, 0.36022, 1.61176], [4.50646, 4.39094, 0.42174], [2.40263, -1.19275, -1.14415], [1.77662, -0.32670, -5.58407], [-6.87241, -4.70977, 5.57001], [1.14375, 4.42411, -0.40722], [1.00385, 1.06950, -3.07999], [-5.15778, -2.45388, 4.37288], [0.07275, 2.19861, -1.88246], [-0.67456, -1.58961, -10.57528], [-1.25254, 0.21431, -1.63514], [0.52205, 1.99247, -8.16841], [5.27805, 3.93548, 2.80780], [1.29789, 4.05862, -2.10072], [4.50081, 2.82201, -7.86472], [-4.34233, -7.59931, 5.50928], [3.72451, 0.70499, -6.48183], [-5.14338, -0.72373, 0.37063], [-6.03128, -8.31973, 7.36784], [5.26953, 6.98783, 1.35744], [5.62365, 4.04092, 0.64793], [-6.42489, -2.14926, 5.59478], [-2.99053, -0.13361, 2.56201], [0.14732, -1.01338, -1.92721], [-1.21151, -0.54885, -8.07748], [2.91453, 4.26692, 2.18878], [8.78625, -2.31014, -0.50211], [-1.32837, 0.65000, -9.39947], [1.03177, -2.04441, -10.34330], [-1.05528, 1.91350, -7.40220], [-5.87370, 0.99219, 0.09759], [0.65700, -1.07448, 0.52078], [-4.13618, -1.28979, 6.60469], [2.90277, 3.62837, -7.71948], [-3.20897, 1.18766, -0.40719], [4.51984, 7.46868, 2.83190], [-6.86829, -6.95009, 8.13966], [4.09987, -2.65804, -0.41951], [-3.15056, -2.29131, 5.48642], [-1.47230, -1.68947, 1.51689], [-7.40937, -7.51205, 6.54718], [8.53439, -0.35058, 2.17127], [-0.13000, -2.33720, -9.03596], [-1.74171, 1.20585, 1.97626], [-5.95764, -7.40094, 4.76767], [4.13666, -1.65314, 1.17730], [-2.96845, 2.98170, 3.04384], [-6.95635, 0.22303, 2.25742], [1.64040, -0.60820, -7.31196], [-3.11726, -2.60892, 7.23097], [-3.97782, -5.06508, 5.07728], [2.33390, 6.63812, 2.23355], [2.87189, 6.46828, 0.43142], [-2.67559, 2.60280, 4.94118], [4.51329, 5.26252, -0.39022], [10.07707, -1.03274, 1.33023], [8.23983, -0.50367, -0.47848], [-2.20885, -1.17165, -0.13896], [-4.03368, 3.84735, 4.46147], [5.97800, -1.27383, -1.58153], [-7.31658, -3.80281, 4.13351], [-4.03420, -6.11760, 3.67360], [0.24860, 0.77043, 0.88415], [6.12845, -0.05504, -0.12444], [8.93806, -2.22995, 2.24586], [3.49880, 3.11150, -9.30789], [-3.72492, 2.20492, 1.10903], [2.60705, 2.03990, -6.08099], [-5.32990, -0.50677, 2.87087]]
}